74
Properties=species:S:1:pos:R:3 method="wB97M-V/def2-TZVPD" smiles="COCCCCCCCC[C@H]1C[C@@H](P(=N)(O)O)OS(=O)(=O)[C@@H]1I.CO.CO.CO.CO" orbital_gap_ev=8.4 mol_weight_da=611.47 total_charge=0 e_tot_ha=-2517.80128 fmax_ev_per_a=3.9
C 3.22 1.77 0.80
O 3.82 0.67 0.12
C 3.58 0.70 -1.28
C 2.12 1.06 -1.70
C 1.69 0.37 -3.05
C 1.47 -1.18 -2.89
C 0.06 -1.37 -2.24
C -0.06 -2.70 -1.41
C -0.05 -2.46 0.13
C -1.33 -1.72 0.66
C -1.06 -0.20 0.99
C -1.72 0.77 -0.04
C -3.07 1.42 0.43
P -3.99 1.99 -1.12
N -3.01 2.76 -2.10
O -5.17 3.06 -0.63
O -4.72 0.74 -1.92
O -3.83 0.40 1.15
S -3.23 0.25 2.69
O -3.64 1.44 3.48
O -3.70 -1.03 3.25
C -1.41 0.19 2.48
I -0.49 2.16 2.80
H 2.26 1.42 1.24
H 3.11 2.69 0.19
H 3.88 2.01 1.67
H 4.32 1.34 -1.81
H 3.77 -0.33 -1.64
H 2.10 2.16 -1.92
H 1.36 0.88 -0.91
H 0.68 0.79 -3.27
H 2.34 0.65 -3.90
H 2.28 -1.68 -2.31
H 1.45 -1.58 -3.93
H -0.76 -1.28 -2.98
H -0.04 -0.53 -1.51
H 0.83 -3.30 -1.67
H -0.97 -3.29 -1.65
H 0.90 -1.96 0.41
H -0.04 -3.45 0.62
H -1.63 -2.22 1.61
H -2.16 -1.79 -0.06
H 0.04 -0.05 0.91
H -1.02 1.59 -0.30
H -1.94 0.26 -1.00
H -2.91 2.32 1.06
H -2.06 2.79 -1.74
H -4.69 3.67 -0.06
H -4.12 -0.01 -2.02
H -0.94 -0.53 3.17
C 3.89 -2.73 0.85
O 3.37 -2.70 -0.47
H 3.14 -2.34 1.53
H 4.14 -3.76 1.14
H 4.79 -2.10 0.92
H 4.05 -3.04 -1.06
C -1.09 5.70 -0.68
O -0.82 4.50 -1.39
H -1.86 5.49 0.07
H -0.19 6.05 -0.17
H -1.45 6.47 -1.36
H -0.14 4.69 -2.04
C -3.59 1.56 6.52
O -4.08 1.15 7.79
H -2.68 2.13 6.67
H -3.37 0.69 5.90
H -4.33 2.19 6.01
H -4.89 0.65 7.63
C 3.79 -5.85 -2.46
O 4.11 -4.85 -3.42
H 3.25 -5.38 -1.64
H 3.16 -6.62 -2.92
H 4.71 -6.30 -2.07
H 4.59 -5.27 -4.13

=====

85
Properties=species:S:1:pos:R:3 method="wB97M-V/def2-TZVPD" orbital_gap_ev=5.9 mol_weight_da=615.63 total_charge=+1 e_tot_ha=-2226.80843 fmax_ev_per_a=4.4
C 3.52 0.21 2.11
C 3.50 0.91 0.71
O 3.77 2.07 0.60
O 3.11 0.13 -0.39
C 1.70 0.42 -0.62
C 0.90 -0.92 -0.81
C 0.92 -1.85 0.45
C -0.18 -1.59 1.55
C -1.30 -0.60 1.17
C -2.63 -1.06 0.70
C -3.51 0.06 0.38
N -3.30 1.37 0.42
N -2.13 1.75 0.87
C -1.20 0.84 1.21
H 4.14 0.81 2.81
H 3.86 -0.84 2.00
H 2.47 0.18 2.48
H 1.60 1.07 -1.53
H 1.35 1.02 0.25
H 1.46 -1.47 -1.61
H -0.12 -0.74 -1.24
H 1.93 -1.72 0.93
H 0.89 -2.91 0.09
H 0.31 -1.30 2.52
H -0.67 -2.57 1.77
H -2.90 -2.12 0.63
H -4.52 -0.23 0.01
H -1.93 2.75 0.92
H -0.24 1.26 1.59
C 4.45 3.95 4.02
O 3.58 3.65 4.83
N 5.64 4.50 4.39
N 4.31 3.73 2.69
H 6.37 4.75 3.75
H 5.78 4.67 5.37
H 3.45 3.32 2.38
H 5.01 3.96 2.00
C 5.17 -2.24 4.50
O 4.04 -2.62 4.21
N 5.44 -0.93 4.74
N 6.23 -3.08 4.60
H 6.35 -0.58 4.98
H 4.67 -0.29 4.67
H 6.06 -4.06 4.43
H 7.16 -2.79 4.83
C 3.92 -5.23 0.70
O 3.35 -5.82 -0.21
N 5.27 -5.20 0.82
N 3.23 -4.56 1.66
H 5.75 -4.72 1.56
H 5.81 -5.68 0.12
H 2.23 -4.57 1.60
H 3.67 -4.06 2.42
C -6.26 4.84 0.70
O -7.05 5.72 0.43
N -6.19 3.66 0.02
N -5.35 4.96 1.73
H -5.55 2.93 0.23
H -6.84 3.54 -0.74
H -5.37 5.81 2.26
H -4.69 4.25 1.97
C -5.42 4.19 -3.67
O -6.29 3.88 -2.88
N -4.28 4.83 -3.28
N -5.50 3.92 -5.00
H -3.54 5.09 -3.91
H -4.18 5.04 -2.30
H -6.33 3.45 -5.33
H -4.79 4.17 -5.66
C -5.81 0.53 -6.08
O -6.61 1.41 -6.35
N -5.75 -0.65 -6.77
N -4.91 0.64 -5.07
H -5.10 -1.38 -6.57
H -6.40 -0.76 -7.53
H -4.92 1.50 -4.53
H -4.24 -0.07 -4.83
C 0.16 -4.90 -2.79
O -0.55 -3.90 -2.93
N 0.01 -6.01 -3.56
N 1.14 -4.98 -1.86
H 0.57 -6.83 -3.47
H -0.71 -5.99 -4.26
H 1.28 -4.17 -1.28
H 1.73 -5.78 -1.73

=====

74
Properties=species:S:1:pos:R:3 method="wB97M-V/def2-TZVPD" orbital_gap_ev="5.8 / 3.9" mol_weight_da=585.87 total_charge=+2 e_tot_ha=-2452.39998 spin_multiplicity=2 fmax_ev_per_a=4.0
Cd 7.09 -5.09 17.95
O 8.07 -6.29 19.18
H 8.75 -6.98 19.11
C 5.93 -4.00 23.28
C 6.60 -4.34 21.96
C 8.01 -3.77 21.95
O 8.07 -2.33 22.15
C 9.30 -1.81 22.50
N 6.66 -5.80 21.91
H 4.90 -4.37 23.32
H 5.87 -2.93 23.49
H 6.61 -4.33 24.07
H 5.99 -3.99 21.13
H 8.41 -4.00 20.97
H 8.70 -4.27 22.63
H 10.10 -1.98 21.79
H 9.76 -2.32 23.35
H 9.22 -0.74 22.68
H 7.09 -6.23 22.71
H 7.29 -5.98 21.14
C 6.57 -8.48 15.42
C 7.25 -7.48 16.33
C 8.10 -6.51 15.52
O 8.57 -5.50 16.38
C 9.75 -4.86 15.89
N 6.14 -6.67 16.88
H 6.13 -9.37 15.86
H 7.41 -8.84 14.83
H 5.90 -8.01 14.71
H 7.91 -7.95 17.05
H 7.57 -6.11 14.65
H 9.02 -7.01 15.20
H 10.19 -4.32 16.73
H 9.53 -4.24 15.02
H 10.46 -5.62 15.58
H 5.49 -7.31 17.33
H 5.68 -6.24 16.10
C 6.26 -10.23 21.72
C 7.20 -9.18 21.06
C 8.34 -9.86 20.21
O 9.14 -10.71 21.05
C 10.04 -11.63 20.53
N 6.42 -8.25 20.19
H 5.45 -10.54 21.06
H 5.72 -9.72 22.51
H 6.76 -11.12 22.12
H 7.55 -8.54 21.87
H 9.00 -9.17 19.68
H 7.90 -10.41 19.38
H 9.57 -12.20 19.72
H 10.39 -12.31 21.31
H 10.93 -11.17 20.11
H 5.98 -7.59 20.82
H 7.07 -7.68 19.66
C 13.07 -12.75 14.30
C 12.28 -11.43 14.32
O 12.22 -10.82 15.63
C 11.38 -9.75 15.85
O 10.65 -9.20 15.01
O 11.52 -9.32 17.08
C 10.88 -8.08 17.51
H 14.10 -12.43 14.44
H 12.91 -13.29 13.37
H 12.69 -13.29 15.16
H 11.33 -11.56 13.78
H 12.75 -10.67 13.70
H 11.03 -7.83 18.56
H 9.80 -8.22 17.52
H 11.17 -7.20 16.94
C 10.97 -5.72 20.61
Cl 11.75 -4.29 21.44
Cl 12.07 -7.14 20.87
H 9.96 -5.93 20.96
H 10.75 -5.66 19.55

=====

95
Properties=species:S:1:pos:R:3 method="wB97M-V/def2-TZVPD" smiles="NC1=C(CCCCl)C(=O)C(P(=O)(O)O)=C([PH2]=O)C1=O.NC(N)=O.NC(N)=O.NC(N)=O.NC(N)=O.NC(N)=O.NC(N)=O.NC(N)=O.NC(N)=O" orbital_gap_ev=7.3 mol_weight_da=808.05 total_charge=0 e_tot_ha=-3801.37291 fmax_ev_per_a=9.1
N -5.71 -0.94 3.12
C -4.35 -1.59 2.91
C -4.08 -2.77 2.01
C -5.27 -3.48 1.15
C -5.78 -2.42 -0.04
C -4.63 -2.10 -1.16
Cl -4.84 -3.09 -2.76
C -2.49 -3.29 1.90
O -2.15 -4.59 1.91
C -1.38 -2.04 1.84
P 0.12 -2.15 0.64
O 0.27 -3.70 0.26
O -0.19 -1.29 -0.88
O 1.63 -1.66 1.36
C -1.65 -0.86 2.75
P -0.51 0.67 2.80
O -0.99 1.56 4.06
C -3.03 -0.93 3.69
O -3.04 -0.50 4.96
H -6.47 -1.41 2.58
H -5.92 -1.03 4.15
H -6.20 -3.72 1.84
H -4.83 -4.45 0.62
H -6.78 -2.85 -0.53
H -6.10 -1.37 0.43
H -4.76 -0.96 -1.50
H -3.54 -2.17 -0.73
H -0.37 -2.03 -1.55
H 2.02 -0.86 0.91
H -0.86 1.49 1.63
H 0.90 0.39 2.87
N -7.12 0.48 -5.59
C -6.48 -0.61 -5.15
N -5.63 -1.15 -6.04
O -6.65 -1.08 -4.03
H -6.99 0.87 -6.50
H -7.77 0.93 -4.95
H -5.12 -1.98 -5.76
H -5.49 -0.78 -6.96
N 0.08 4.51 2.92
C 0.83 4.02 1.92
N 1.50 4.96 1.22
O 0.92 2.83 1.66
H 0.00 5.49 3.13
H -0.44 3.84 3.47
H 2.08 4.65 0.45
H 1.43 5.94 1.42
N 6.30 5.25 0.32
C 5.42 4.25 0.51
N 5.80 3.36 1.44
O 4.38 4.16 -0.12
H 7.17 5.34 0.82
H 6.07 5.95 -0.38
H 5.17 2.59 1.62
H 6.66 3.43 1.96
N 6.09 -1.97 -0.86
C 4.90 -1.83 -0.23
N 4.54 -2.89 0.50
O 4.22 -0.82 -0.32
H 6.65 -2.80 -0.79
H 6.40 -1.19 -1.43
H 3.66 -2.84 1.00
H 5.09 -3.73 0.58
N 1.18 8.21 6.57
C 0.32 7.39 5.94
N -0.13 6.37 6.70
O -0.02 7.55 4.78
H 1.47 8.08 7.53
H 1.55 8.98 6.04
H -0.78 5.73 6.27
H 0.15 6.23 7.66
N 2.24 -4.58 3.03
C 3.51 -4.84 3.36
N 3.70 -5.11 4.67
O 4.43 -4.82 2.55
H 1.48 -4.59 3.68
H 2.05 -4.37 2.06
H 4.64 -5.31 4.97
H 2.95 -5.12 5.34
N -6.03 -3.53 -10.77
C -5.86 -3.28 -9.46
N -6.55 -2.23 -9.00
O -5.13 -3.96 -8.75
H -6.63 -2.97 -11.36
H -5.53 -4.31 -11.17
H -6.45 -2.00 -8.02
H -7.15 -1.66 -9.57
N 7.57 1.48 -3.11
C 8.46 0.62 -2.59
N 9.43 1.21 -1.85
O 8.41 -0.58 -2.76
H 7.61 2.48 -2.98
H 6.83 1.09 -3.67
H 10.13 0.61 -1.44
H 9.48 2.21 -1.71